Entry from the Open Molecules 2025 dataset: 2 unconnected molecules or ions with the total composition C8H10F6O4 at a distorted geometry (ωB97M-V/def2-TZVPD).

Positions of all 28 atoms, in Å:
C (45.712, 83.021, 33.967)
C (44.984, 82.827, 32.733)
O (43.791, 82.136, 32.968)
C (42.941, 81.664, 32.007)
O (43.235, 81.656, 30.789)
C (41.476, 81.336, 32.490)
F (40.586, 81.592, 31.573)
F (41.574, 80.012, 32.934)
F (41.371, 82.216, 33.565)
H (45.331, 83.559, 34.843)
H (46.725, 83.621, 33.727)
H (45.975, 82.192, 34.573)
H (45.606, 82.457, 31.983)
H (44.615, 83.690, 32.341)
C (43.657, 78.949, 34.849)
C (45.048, 78.605, 34.894)
O (45.620, 78.863, 33.610)
C (46.888, 78.673, 33.255)
O (47.705, 78.090, 34.051)
C (47.192, 78.875, 31.756)
F (48.571, 79.089, 31.674)
F (46.789, 77.881, 30.948)
F (46.726, 80.059, 31.342)
H (42.974, 78.867, 35.636)
H (43.230, 78.400, 33.945)
H (43.528, 80.009, 34.361)
H (45.241, 77.557, 34.952)
H (45.658, 79.048, 35.678)

Properties
E_HOMO = -11.177 eV
F_max = 0.13254 hartree/bohr
ΔE to the lowest compared entry with this formula, charge and spin = 69.2 kcal/mol
DFT total energy = -32950.7548 eV
SMILES = CCOC(=O)C(F)(F)F.CCOC(=O)C(F)(F)F

Entry from the Open Molecules 2025 dataset: 2 unconnected molecules or ions with the total composition C2H6NO2P at a distorted geometry (ωB97M-V/def2-TZVPD).

Positions of all 12 atoms, in Å:
C (-1.548, -1.326, -3.043)
C (0.155, 0.734, 1.599)
N (-1.101, -1.106, -4.125)
O (-2.078, -1.706, -2.090)
O (0.014, -1.609, 0.406)
P (-0.658, -0.124, 0.178)
H (0.002, 1.808, 1.496)
H (-0.302, 0.405, 2.534)
H (1.220, 0.505, 1.615)
H (-0.433, -0.463, -4.480)
H (-0.583, -2.316, 0.154)
H (0.290, 0.337, -0.774)

Properties
E_HOMO = -8.899 eV
F_max = 0.02264 hartree/bohr
ΔE to the lowest compared entry with this formula, charge and spin = 14.4 kcal/mol
DFT total energy = -17045.1449 eV
SMILES = N=C=O.CPO

Entry from the Open Molecules 2025 dataset: a single C6H12O molecule (ωB97M-V/def2-TZVPD).

Positions of all 19 atoms, in Å:
C (-2.959, 0.519, -0.557)
C (-1.699, -0.048, -1.184)
O (-0.750, -0.143, -0.153)
C (0.506, -0.685, -0.503)
C (1.559, 0.118, 0.212)
C (2.686, -0.549, 0.948)
C (1.555, 0.078, 1.710)
H (-3.803, 0.492, -1.252)
H (-3.211, -0.073, 0.328)
H (-2.794, 1.552, -0.236)
H (-1.324, 0.611, -1.986)
H (-1.899, -1.032, -1.638)
H (0.553, -1.744, -0.195)
H (0.661, -0.655, -1.592)
H (1.770, 1.083, -0.244)
H (2.742, -1.634, 0.922)
H (3.651, -0.051, 0.957)
H (0.826, -0.576, 2.182)
H (1.734, 1.006, 2.246)

Properties
E_HOMO = -9.596 eV
F_max = 0.00571 hartree/bohr
ΔE to the lowest compared entry with this formula, charge and spin = 36.2 kcal/mol
DFT total energy = -8462.7848 eV
SMILES = CCOCC1CC1

The lowest E_HOMO belongs to which entry? C8H10F6O4

Copy entry 2 word for word.
Entry from the Open Molecules 2025 dataset: 2 unconnected molecules or ions with the total composition C2H6NO2P at a distorted geometry (ωB97M-V/def2-TZVPD).

Positions of all 12 atoms, in Å:
C (-1.548, -1.326, -3.043)
C (0.155, 0.734, 1.599)
N (-1.101, -1.106, -4.125)
O (-2.078, -1.706, -2.090)
O (0.014, -1.609, 0.406)
P (-0.658, -0.124, 0.178)
H (0.002, 1.808, 1.496)
H (-0.302, 0.405, 2.534)
H (1.220, 0.505, 1.615)
H (-0.433, -0.463, -4.480)
H (-0.583, -2.316, 0.154)
H (0.290, 0.337, -0.774)

Properties
E_HOMO = -8.899 eV
F_max = 0.02264 hartree/bohr
ΔE to the lowest compared entry with this formula, charge and spin = 14.4 kcal/mol
DFT total energy = -17045.1449 eV
SMILES = N=C=O.CPO

Copy entry 1 word for word.
Entry from the Open Molecules 2025 dataset: 2 unconnected molecules or ions with the total composition C8H10F6O4 at a distorted geometry (ωB97M-V/def2-TZVPD).

Positions of all 28 atoms, in Å:
C (45.712, 83.021, 33.967)
C (44.984, 82.827, 32.733)
O (43.791, 82.136, 32.968)
C (42.941, 81.664, 32.007)
O (43.235, 81.656, 30.789)
C (41.476, 81.336, 32.490)
F (40.586, 81.592, 31.573)
F (41.574, 80.012, 32.934)
F (41.371, 82.216, 33.565)
H (45.331, 83.559, 34.843)
H (46.725, 83.621, 33.727)
H (45.975, 82.192, 34.573)
H (45.606, 82.457, 31.983)
H (44.615, 83.690, 32.341)
C (43.657, 78.949, 34.849)
C (45.048, 78.605, 34.894)
O (45.620, 78.863, 33.610)
C (46.888, 78.673, 33.255)
O (47.705, 78.090, 34.051)
C (47.192, 78.875, 31.756)
F (48.571, 79.089, 31.674)
F (46.789, 77.881, 30.948)
F (46.726, 80.059, 31.342)
H (42.974, 78.867, 35.636)
H (43.230, 78.400, 33.945)
H (43.528, 80.009, 34.361)
H (45.241, 77.557, 34.952)
H (45.658, 79.048, 35.678)

Properties
E_HOMO = -11.177 eV
F_max = 0.13254 hartree/bohr
ΔE to the lowest compared entry with this formula, charge and spin = 69.2 kcal/mol
DFT total energy = -32950.7548 eV
SMILES = CCOC(=O)C(F)(F)F.CCOC(=O)C(F)(F)F